# 1
ORCA calculation (ωB97M-V with the def2-TZVPD basis set) on 3 unconnected molecules or ions with the total composition C22H30BrFNO7PS3 at a distorted geometry.

Computed properties:
Frontier orbital gap: 7.13 eV
LUMO energy: -1.047 eV

Element x y z (Å)
1 C 2.99 0.44 3.11
2 C 2.01 1.47 2.52
3 F 1.23 2.09 3.48
4 C 1.22 0.94 1.33
5 C 1.59 1.43 0.10
6 C 0.99 1.00 -1.05
7 C 0.00 0.05 -0.99
8 S -0.66 -0.44 -2.59
9 C -0.45 -0.47 0.22
10 C 0.19 0.00 1.38
11 C -0.27 -0.56 2.69
12 O 0.28 -0.31 3.75
13 C -1.44 -1.53 2.77
14 C -1.86 -1.90 4.17
15 C -2.79 -0.80 4.73
16 N -4.12 -0.92 4.09
17 C -2.02 -2.00 1.65
18 P -3.40 -3.25 1.82
19 O -3.92 -3.65 0.32
20 Br -2.41 -5.17 2.54
21 C -1.54 -1.51 0.30
22 O -2.09 -1.97 -0.68
23 H 3.29 -0.20 2.27
24 H 2.55 -0.15 3.91
25 H 3.89 0.97 3.42
26 H 2.65 2.27 2.13
27 H 2.37 2.18 0.03
28 H 1.31 1.37 -2.02
29 H -1.89 0.11 -2.65
30 H -0.98 -1.95 4.83
31 H -2.34 -2.87 4.24
32 H -2.96 -0.91 5.81
33 H -2.41 0.21 4.52
34 H -4.13 -0.44 3.20
35 H -4.83 -0.55 4.70
36 H -3.24 -4.19 -0.12
37 O 5.60 0.27 1.58
38 S 5.81 0.90 0.30
39 O 5.21 0.39 -0.90
40 C 5.44 2.64 0.46
41 C 6.76 3.28 0.89
42 C 7.84 2.61 0.03
43 C 7.58 1.10 0.05
44 H 4.63 2.78 1.18
45 H 5.13 3.00 -0.52
46 H 6.74 4.36 0.76
47 H 6.94 3.07 1.95
48 H 7.77 2.99 -0.99
49 H 8.84 2.84 0.40
50 H 7.86 0.63 -0.89
51 H 8.09 0.62 0.88
52 O -3.85 0.53 -3.30
53 S -3.81 -0.23 -4.53
54 O -2.58 -0.51 -5.21
55 C -4.71 -1.75 -4.28
56 C -6.15 -1.41 -4.64
57 C -6.07 -0.55 -5.91
58 C -4.98 0.50 -5.69
59 H -4.58 -2.09 -3.25
60 H -4.30 -2.49 -4.97
61 H -6.75 -2.31 -4.79
62 H -6.61 -0.83 -3.83
63 H -5.81 -1.18 -6.76
64 H -7.03 -0.08 -6.14
65 H -4.46 0.75 -6.61
66 H -5.38 1.41 -5.23

***

# 2
ORCA calculation (ωB97M-V with the def2-TZVPD basis set) on a molecular structure, C22H30BrHgN4OSSi2 at a distorted geometry.

Computed properties:
Charge: -2
ΔE to the lowest compared entry with this formula, charge and spin: 16.203 eV
Frontier orbital gap (spin up / spin down): 4.06 / 3.96 eV
2S+1: 2
LUMO energy (spin up / spin down): 2.942 / 2.842 eV

Element x y z (Å)
1 Hg -0.03 0.22 0.57
2 S 1.55 1.15 2.00
3 C 2.90 0.16 1.94
4 C 4.19 0.62 2.25
5 C 5.26 -0.18 2.50
6 C 5.09 -1.55 2.44
7 C 3.86 -2.03 2.10
8 N 2.79 -1.23 1.80
9 H 4.28 1.69 2.37
10 H 6.22 0.19 2.83
11 H 5.92 -2.31 2.56
12 H 3.58 -3.20 1.95
13 C -0.91 3.26 1.54
14 Si -2.35 2.28 1.56
15 C -2.59 1.84 3.60
16 C -4.02 3.27 1.11
17 N -2.16 0.81 0.77
18 C -2.84 -0.30 0.57
19 C -4.13 -0.33 1.16
20 C -4.91 -1.38 0.80
21 C -4.69 -2.30 -0.15
22 C -3.39 -2.51 -0.59
23 C -2.36 -1.54 -0.18
24 N -0.92 -1.56 -0.30
25 Si -0.21 -2.41 -1.55
26 C 1.71 -2.22 -1.29
27 C -0.58 -1.94 -3.32
28 C -0.34 -4.27 -1.33
29 H 0.01 4.52 2.99
30 H -1.44 4.26 1.59
31 H -0.55 3.28 0.44
32 H -3.30 0.91 4.42
33 H -2.23 2.42 4.49
34 H -1.91 1.05 4.18
35 H -4.84 2.51 0.76
36 H -4.05 3.92 0.29
37 H -4.48 3.66 2.13
38 H -4.35 0.56 1.84
39 H -5.78 -1.46 1.33
40 H -5.43 -2.98 -0.39
41 H -2.99 -3.31 -1.15
42 H 1.82 -1.41 -0.55
43 H 2.44 -2.52 -1.94
44 H 1.53 -3.33 -0.75
45 H 0.07 -2.66 -3.85
46 H -0.17 -0.99 -3.19
47 H -1.50 -2.07 -3.60
48 H -0.19 -4.95 -0.52
49 H 0.55 -4.48 -1.90
50 H -0.74 -4.67 -2.20
51 O 3.45 1.88 -5.52
52 C 2.90 1.77 -4.30
53 C 3.55 1.23 -3.09
54 C 2.95 1.17 -1.93
55 N 1.53 1.09 -1.94
56 C 0.98 1.66 -3.03
57 Br -0.97 2.11 -2.69
58 C 1.46 2.04 -4.26
59 H 1.75 6.96 3.95
60 H 4.63 0.90 -3.16
61 H 3.19 0.55 -0.96
62 H 1.18 2.14 -5.19

***

# 3
ORCA calculation (ωB97M-V with the def2-TZVPD basis set) on a molecular structure, C22H30ClF9GaINO5S at a distorted geometry.

Computed properties:
Charge: -1
Frontier orbital gap: 7.52 eV
LUMO energy: 1.964 eV

Element x y z (Å)
1 O -2.56 -2.60 5.31
2 S -2.92 -3.03 3.95
3 O -3.73 -4.24 4.06
4 Cl -1.15 -3.41 2.96
5 C -3.86 -1.62 3.18
6 C -5.26 -2.09 2.61
7 C -5.78 -1.26 1.39
8 C -5.45 0.29 1.43
9 Ga -4.42 0.85 -0.24
10 I -6.24 0.92 -2.18
11 C -3.05 -0.58 -0.88
12 C -2.39 -0.32 -2.16
13 C -1.40 -1.30 -2.62
14 C -1.14 -2.45 -1.74
15 C -1.91 -2.54 -0.51
16 N -2.84 -1.65 -0.05
17 C -3.60 2.75 -0.16
18 F -3.66 3.28 -1.47
19 F -4.47 3.57 0.60
20 C -2.12 2.85 0.34
21 F -1.27 1.95 -0.26
22 F -1.65 4.12 -0.04
23 C -1.93 2.72 1.89
24 F -2.56 1.60 2.41
25 F -2.39 3.87 2.49
26 C -0.41 2.58 2.35
27 F 0.43 3.40 1.67
28 F 0.05 1.30 2.14
29 F -0.30 2.84 3.68
30 H -4.08 -0.95 4.05
31 H -3.24 -1.02 2.48
32 H -6.00 -2.14 3.44
33 H -5.11 -3.15 2.25
34 H -5.44 -1.67 0.39
35 H -6.90 -1.38 1.38
36 H -4.99 0.65 2.39
37 H -6.44 0.82 1.36
38 H -2.62 0.57 -2.79
39 H -0.86 -1.20 -3.60
40 H -0.39 -3.25 -1.97
41 H -1.71 -3.43 0.14
42 C -1.08 -1.38 -7.53
43 C -0.51 -0.37 -6.57
44 O -1.09 -0.08 -5.55
45 C 0.81 0.25 -6.92
46 H -2.04 -1.75 -7.15
47 H -1.25 -0.92 -8.50
48 H -0.40 -2.23 -7.63
49 H 0.73 0.79 -7.87
50 H 1.58 -0.52 -7.00
51 H 1.10 0.95 -6.14
52 C 4.71 2.86 1.89
53 C 4.64 1.91 0.72
54 O 5.62 1.30 0.35
55 C 3.31 1.76 0.03
56 H 5.73 2.87 2.29
57 H 4.46 3.87 1.56
58 H 4.03 2.53 2.68
59 H 2.99 2.73 -0.37
60 H 2.57 1.39 0.74
61 H 3.41 1.05 -0.79
62 C 8.20 -0.91 1.05
63 C 8.62 -1.88 2.11
64 O 8.59 -3.08 1.93
65 C 9.10 -1.31 3.42
66 H 7.88 -1.45 0.16
67 H 7.36 -0.31 1.40
68 H 9.03 -0.26 0.78
69 H 8.30 -0.72 3.89
70 H 9.98 -0.68 3.26
71 H 9.37 -2.12 4.09